Record 1
This record from OMol25 describes C5H11NO in the gas phase. The level of theory is the ωB97M-V functional and the def2-TZVPD basis.

Geometry as XYZ:
```
18
C5H11NO the ωB97M-V functional and the def2-TZVPD basis
C 2.009 0.816 -1.922
C 1.814 0.875 -0.357
C 0.617 1.322 0.536
C -0.383 0.280 0.942
N -0.828 -0.426 -0.205
C -1.528 -1.623 0.126
O -2.327 -1.600 1.038
H 1.698 1.896 -2.216
H 1.548 -0.073 -2.184
H 3.145 0.631 -2.025
H 2.272 -0.036 0.059
H 2.447 1.703 -0.046
H 0.276 2.274 -0.035
H 0.976 1.920 1.464
H -1.183 0.514 1.777
H 0.137 -0.468 1.582
H -0.932 0.016 -1.059
H -1.134 -2.618 -0.138
```

## Properties
Energy relative to the best compared isomer or geometry (same formula, charge and spin) in kcal per mole: 73.33
Lowest unoccupied orbital energy in hartree: 0.035
Frontier orbital gap in eV: 10.172
Structure (SMILES): CCCCNC=O

Record 2
This record from OMol25 describes a molecular structure, C16H42AgB2Br2N2O4Pd2S2. The level of theory is the ωB97M-V functional and the def2-TZVPD basis.

Geometry as XYZ:
```
73
C16H42AgB2Br2N2O4Pd2S2 the ωB97M-V functional and the def2-TZVPD basis
Ag 1.838 2.690 3.329
Pd 3.423 -2.172 0.292
Pd 1.651 -0.759 2.810
O 0.618 1.023 2.181
C 0.058 0.674 0.956
C 1.005 -0.074 -0.013
O 1.396 -1.280 0.561
H -0.367 1.571 0.468
H -0.936 0.226 1.081
H 1.767 0.678 -0.261
H 0.525 -0.334 -0.964
B 2.827 -4.300 0.440
H 2.166 -5.242 0.424
H 3.818 -4.514 -0.132
H 2.110 -3.584 -0.115
H 3.106 -4.048 1.551
B 0.711 -2.694 3.572
H 1.876 -2.858 3.607
H 0.415 -1.989 4.450
H 0.546 -2.223 2.524
H 0.153 -3.698 3.614
C -1.800 -1.119 -3.272
C -3.031 -1.929 -2.827
C -2.789 -3.419 -2.626
C -1.817 -3.739 -1.607
N -1.043 -4.001 -0.799
H -1.956 -0.038 -3.217
H -1.577 -1.280 -4.329
H -0.926 -1.269 -2.638
H -3.915 -1.850 -3.456
H -3.289 -1.526 -1.842
H -2.372 -3.779 -3.576
H -3.714 -3.964 -2.443
C -2.089 3.697 2.441
C -3.419 2.974 2.409
C -4.219 3.334 1.145
C -3.447 3.150 -0.092
N -2.840 2.950 -1.044
H -1.460 3.228 3.206
H -2.213 4.738 2.750
H -1.454 3.695 1.554
H -4.105 3.231 3.215
H -3.281 1.892 2.467
H -4.485 4.390 1.222
H -5.123 2.733 1.047
C 6.462 0.373 -0.842
S 4.819 0.571 -1.577
O 3.930 -0.392 -0.808
C 4.405 2.192 -0.883
H 6.958 -0.338 -1.500
H 6.431 0.060 0.201
H 7.012 1.314 -0.808
H 4.200 2.060 0.179
H 3.445 2.425 -1.355
H 5.174 2.910 -1.148
C 1.200 1.657 -3.537
S 1.679 3.382 -3.232
O 1.243 4.187 -4.402
C 0.455 3.584 -1.909
H 1.652 1.254 -4.444
H 0.127 1.674 -3.717
H 1.525 1.037 -2.703
H -0.441 2.961 -1.902
H 0.028 4.588 -1.851
H 0.988 3.438 -0.961
Br -3.841 -0.836 0.858
C -2.907 -2.444 1.611
C -2.732 -2.345 3.122
Br -4.442 -2.066 4.024
H -1.902 -2.331 1.217
H -3.500 -3.317 1.376
H -2.088 -1.536 3.459
H -2.226 -3.248 3.466
```

## Properties
Lowest unoccupied orbital energy (spin up / spin down) in hartree: -0.213 / -0.213
2S+1: 5
Frontier orbital gap (spin up / spin down) in eV: 5.482 / 5.487
<S²>: 6.020
Total charge: +1

Record 3
This record from OMol25 describes a molecular structure, C13H40N2O9P2RuSi4. The level of theory is the ωB97M-V functional and the def2-TZVPD basis.

Geometry as XYZ:
```
71
C13H40N2O9P2RuSi4 the ωB97M-V functional and the def2-TZVPD basis
Ru 0.670 -0.651 0.209
C 4.900 -1.448 2.776
C 3.623 -2.023 2.168
O 3.532 -3.438 2.392
P 2.137 -1.439 3.046
O 2.131 -2.251 4.396
O 2.304 0.064 3.491
O 0.891 -1.584 2.229
P 3.554 -1.677 0.349
O 3.293 -0.052 0.403
O 4.842 -2.035 -0.257
O 2.233 -2.207 -0.174
H 4.954 -1.667 3.845
H 4.963 -0.371 2.621
H 5.758 -1.903 2.282
H 4.188 -3.884 1.840
H 2.427 -3.169 4.270
H 2.912 0.214 4.228
H 3.982 0.444 -0.059
C 1.376 -2.091 -4.452
O 0.690 -2.916 -3.484
C 0.366 -2.331 -2.351
O 0.539 -1.141 -2.108
N -0.243 -3.200 -1.504
N -0.455 -2.803 -0.184
H 1.600 -2.754 -5.279
H 2.288 -1.695 -4.014
H 0.728 -1.280 -4.777
H -0.195 -4.184 -1.723
H 0.151 -3.314 0.453
H -1.431 -2.918 0.064
C -3.848 -0.333 1.859
Si -2.521 0.995 1.856
C -3.315 2.693 1.917
C -1.370 0.750 3.314
Si -1.365 0.826 -0.189
Si -2.704 0.601 -2.108
C -4.145 1.782 -1.913
C -3.324 -1.170 -2.157
C -1.714 0.981 -3.651
Si 0.390 2.438 -0.498
C -0.611 3.941 -1.025
C 1.277 2.829 1.107
C 1.589 1.998 -1.868
H -4.460 -0.259 2.762
H -3.416 -1.335 1.837
H -4.518 -0.230 1.002
H -3.921 2.796 2.821
H -3.966 2.862 1.057
H -2.564 3.486 1.933
H -1.899 0.934 4.253
H -0.513 1.425 3.277
H -0.991 -0.272 3.335
H -4.754 1.501 -1.050
H -4.795 1.781 -2.790
H -3.798 2.804 -1.753
H -3.876 -1.429 -1.250
H -2.505 -1.882 -2.275
H -4.002 -1.302 -3.004
H -1.447 2.037 -3.713
H -2.298 0.736 -4.542
H -0.795 0.394 -3.668
H -1.336 4.223 -0.259
H -1.151 3.764 -1.956
H 0.059 4.792 -1.180
H 0.562 3.104 1.885
H 1.939 3.686 0.953
H 1.880 2.001 1.483
H 1.062 1.905 -2.819
H 2.125 1.061 -1.706
H 2.333 2.792 -1.974
```

## Properties
Energy relative to the best compared isomer or geometry (same formula, charge and spin) in kcal per mole: 0.48
Lowest unoccupied orbital energy (spin up / spin down) in hartree: -0.075 / -0.160
2S+1: 6
Frontier orbital gap (spin up / spin down) in eV: 7.914 / 7.204
<S²>: 8.761
Total charge: +1

Record 4
This record from OMol25 describes a molecular structure, C8H15AsBF6N2O3Pd. The level of theory is the ωB97M-V functional and the def2-TZVPD basis.

Geometry as XYZ:
```
37
C8H15AsBF6N2O3Pd the ωB97M-V functional and the def2-TZVPD basis
Pd 0.807 2.094 0.706
O -1.404 1.272 -0.071
C -1.457 0.056 -0.098
C -0.644 -0.736 -1.104
C -0.153 -2.097 -0.615
C -1.195 -3.204 -0.777
C -2.586 -2.765 -0.315
C -2.535 -1.987 0.999
N -2.308 -0.573 0.779
H 0.217 -0.098 -1.311
H -1.210 -0.831 -2.036
H 0.148 -2.005 0.429
H 0.749 -2.373 -1.161
H -0.880 -4.080 -0.202
H -1.253 -3.504 -1.828
H -3.226 -3.644 -0.196
H -3.044 -2.121 -1.068
H -1.777 -2.428 1.660
H -3.502 -2.071 1.504
H -2.565 0.044 1.535
O -0.072 1.994 2.956
C -0.451 3.175 2.811
O -0.352 3.892 1.801
H -0.949 3.643 3.712
F 0.051 3.287 -1.449
As 1.617 3.986 -1.614
F 2.411 2.452 -1.436
F 1.918 4.407 0.034
F 3.178 4.761 -2.004
F 0.852 5.552 -1.919
F 1.499 3.667 -3.369
B 3.258 -2.092 0.586
C 2.544 -0.689 0.650
N 2.022 0.338 0.694
H 3.213 -2.502 -0.560
H 2.668 -2.859 1.328
H 4.411 -1.958 0.947
```

## Properties
Energy relative to the best compared isomer or geometry (same formula, charge and spin) in kcal per mole: 39.02
Lowest unoccupied orbital energy (spin up / spin down) in hartree: 0.170 / 0.170
2S+1: 2
Frontier orbital gap (spin up / spin down) in eV: 6.693 / 6.223
<S²>: 0.752
Total charge: -2